This record from the Open Molecules 2025 dataset describes a 2-piece molecular cluster, C6H13NO4S overall in a non-equilibrium geometry. The level of theory is the ωB97M-V functional and the def2-TZVPD basis.

```
25
Properties=species:S:1:pos:R:3:forces:R:3:nbo_charge:R:1
C -1.7196 -1.5411 -0.1993 -1.212 -0.749 0.318 0.617
C 2.8610 1.2576 0.5848 -1.639 0.212 -1.568 -0.608
C 2.3613 0.4146 -0.6268 -0.932 0.258 1.089 -0.414
C 1.7268 -0.8997 -0.1746 0.325 -1.125 1.131 -0.213
C -0.7050 -0.7380 -0.5061 1.092 -0.829 2.232 -0.277
C -2.4033 1.2492 0.0623 -2.350 -0.083 0.101 0.662
N 0.3900 -0.7503 0.4310 1.076 1.051 0.938 -0.676
O -1.8559 -2.1697 1.0329 -2.557 0.268 -2.829 -0.704
O -2.7362 -1.7376 -1.0617 -2.664 -2.012 1.770 -0.664
O -2.2066 1.0298 1.3515 1.022 -0.165 2.126 -0.715
O -3.3860 0.8050 -0.4715 0.729 0.494 -0.863 -0.593
S -1.2946 2.5501 -0.5517 0.014 -0.828 -0.379 -0.049
H 3.6036 0.6689 1.0416 1.154 -0.304 0.894 0.202
H 3.2364 2.1588 0.1126 0.434 0.299 0.516 0.213
H 2.0783 1.5464 1.3084 0.272 -0.225 -0.322 0.199
H 3.2303 0.2587 -1.2465 0.131 -0.215 -0.457 0.208
H 1.5927 0.9879 -1.1725 0.373 -0.157 -0.081 0.196
H 1.5482 -1.6122 -0.9565 0.461 -0.317 -0.752 0.200
H 2.3856 -1.4269 0.6073 -0.682 0.782 -1.088 0.180
H -0.6735 -0.1411 -1.3539 -0.018 0.598 -1.646 0.193
H -1.0108 -2.1068 1.3905 2.882 0.297 1.433 0.503
H 0.5594 0.0768 1.0452 -1.427 -0.548 -0.621 0.365
H -2.7922 0.3436 1.7799 0.496 0.971 -1.323 0.515
H -3.5726 -2.2459 -0.6140 3.306 1.961 -1.301 0.507
H -1.2173 2.0219 -1.8132 -0.285 0.367 0.682 0.153
```
Positions in Å, forces in eV/Å.

Computed properties:
ΔE to the lowest compared entry with this formula, charge and spin in kJ/mol: 105.3
F_max in eV/Å: 4.1
Total energy in a.u.: -990.2688
SMILES: CCCNC=C(O)O.O=C(O)S
E_LUMO in eV: 0.51
Orbital gap in eV: 8.880

---

This record from the Open Molecules 2025 dataset describes one molecule with the formula C9H9NO2S in a non-equilibrium geometry. The level of theory is the ωB97M-V functional and the def2-TZVPD basis.

```
22
Properties=species:S:1:pos:R:3:forces:R:3:nbo_charge:R:1
C 0.0183 -2.2492 0.3814 -3.009 -0.876 -0.423 -0.179
C 1.3839 -2.2397 0.2630 3.802 0.491 -0.854 -0.257
C -1.0498 -1.3094 0.6003 -1.498 -1.746 0.480 -0.375
C 2.4970 -1.3340 0.0304 -1.603 -3.595 0.999 -0.183
C -2.6269 2.2759 -1.2749 -0.771 1.508 -2.585 -0.379
C -2.7462 1.3147 -0.4046 -0.090 -1.182 1.677 -0.174
C -1.1760 -0.0084 0.8161 2.647 1.541 -0.735 0.269
C 2.5345 0.0212 -0.0336 -2.118 3.270 1.105 -0.129
C -2.0321 1.2246 0.9326 0.979 0.207 -0.079 -0.558
N 3.7895 0.6860 -0.4727 -2.607 1.724 -1.131 0.488
O 4.7337 -0.0261 -0.7094 0.631 -0.081 0.296 -0.373
O 3.7060 1.9110 -0.7270 0.446 -1.844 0.813 -0.398
S 1.0950 0.9217 0.5659 1.329 -0.683 -0.592 0.181
H -0.5382 -3.2562 0.3016 1.794 1.298 0.145 0.213
H 1.8355 -3.2396 0.2064 -0.618 0.166 0.227 0.221
H -2.0161 -1.9741 0.6945 1.294 1.778 0.114 0.242
H 3.4686 -1.8313 0.0006 -0.304 0.059 -0.228 0.244
H -3.3077 2.3148 -2.1403 0.285 -0.693 0.246 0.204
H -1.9712 3.1478 -1.4206 0.046 -0.506 1.362 0.219
H -3.3396 0.3971 -0.5537 -0.214 0.894 -0.376 0.204
H -1.5632 2.2558 1.1703 -0.025 -2.034 -0.288 0.274
H -2.6950 0.9975 1.7737 -0.393 0.305 -0.173 0.245
```
Positions in Å, forces in eV/Å.

Computed properties:
ΔE to the lowest compared entry with this formula, charge and spin in kJ/mol: 616.7
F_max in eV/Å: 4.1
Total energy in a.u.: -951.3959
E_LUMO (alpha / beta) in eV: -1.57 / -2.59
Spin multiplicity: 3
Orbital gap (alpha / beta) in eV: 5.002 / 6.775

---

This record from the Open Molecules 2025 dataset describes a 2-piece molecular cluster, C12H18ClFN2O7PS overall in a non-equilibrium geometry. The level of theory is the ωB97M-V functional and the def2-TZVPD basis.

```
43
Properties=species:S:1:pos:R:3:forces:R:3:nbo_charge:R:1
O -1.4237 -2.4107 1.0704 0.839 0.212 -2.477 -0.855
S -2.0886 -3.0787 -0.0243 -1.452 -2.239 3.846 2.321
O -3.2201 -3.8224 0.4877 0.914 0.610 -2.204 -0.859
F -1.1632 -4.1798 -0.7968 -0.919 2.257 0.693 -0.446
C -2.6823 -1.9320 -1.3228 -1.531 -0.739 -0.615 -0.328
C -4.1512 -1.4369 -0.9245 -0.132 -0.352 0.952 -0.096
O -4.7936 -0.7209 -1.9730 1.454 0.130 0.044 -0.481
C -4.0032 0.3348 -2.5271 1.546 0.771 -0.471 -0.249
P -4.2531 2.0077 -1.6307 -1.552 0.695 0.762 1.096
O -3.3582 1.9936 -0.1969 0.882 -0.301 -1.862 -0.982
Cl -3.2156 3.3458 -2.8878 -0.020 -1.089 0.596 -0.299
C -2.4706 0.0104 -2.7035 -0.622 -0.310 -1.451 -0.277
N -1.8846 -0.6890 -1.4890 0.123 -0.398 -0.694 -0.416
C -0.4173 -0.8985 -1.6673 2.194 0.567 1.257 0.293
C 0.4234 -0.4606 -0.5719 1.104 -0.524 -1.368 -0.252
C 1.8636 -0.6069 -0.7310 -0.967 -0.872 -2.483 -0.127
C 2.3231 -1.1727 -2.0097 -2.471 0.662 1.491 -0.212
C 1.3070 -1.5577 -2.9736 1.529 0.168 0.053 0.058
N -0.0365 -1.4301 -2.8405 0.907 0.671 1.915 -0.436
H -2.7370 -2.5160 -2.2850 0.351 0.686 0.887 0.299
H -4.0549 -0.8041 0.0059 -0.037 -0.473 -0.767 0.200
H -4.8141 -2.2996 -0.6664 0.763 0.690 -0.359 0.276
H -4.4046 0.5166 -3.5658 0.351 -0.055 1.070 0.267
H -2.4487 2.3209 -0.3716 -0.479 -0.055 0.396 0.496
H -2.3784 -0.6698 -3.5948 0.336 0.393 1.145 0.265
H -1.8146 0.8896 -2.9150 -0.836 -0.461 0.281 0.268
H -2.0545 -0.0991 -0.6555 0.190 -0.191 -0.232 0.469
H 0.0202 -0.0064 0.3588 0.171 -0.523 -0.830 0.254
H 2.6220 -0.2970 0.0222 -0.989 -0.208 -0.493 0.265
H 3.4092 -1.2793 -2.2040 -1.026 -0.029 -0.026 0.259
H 1.6736 -1.9648 -3.9499 -0.592 0.330 0.990 0.229
C 4.0784 4.0177 2.8192 0.055 0.410 -0.035 -0.258
O 3.7991 2.6192 2.7244 -0.034 -0.211 0.035 -0.507
C 4.1855 1.9099 3.7946 0.007 -0.001 -0.014 0.976
O 4.7221 2.3483 4.7756 -0.105 -0.078 -0.181 -0.621
O 3.8681 0.6262 3.5777 -0.053 0.150 -0.150 -0.508
C 4.2249 -0.2544 4.6457 0.082 -0.312 0.276 -0.258
H 3.7244 4.4867 1.9027 -0.046 -0.258 -0.021 0.192
H 3.5482 4.4598 3.6631 0.158 -0.076 0.041 0.197
H 5.1513 4.1909 2.9059 -0.085 -0.034 0.150 0.200
H 3.7001 0.0187 5.5614 0.150 0.092 -0.032 0.198
H 5.3035 -0.2498 4.8044 -0.091 0.131 0.080 0.199
H 3.9210 -1.2596 4.3585 -0.065 0.162 -0.197 0.193
```
Positions in Å, forces in eV/Å.

Computed properties:
ΔE to the lowest compared entry with this formula, charge and spin in kJ/mol: 0.0
F_max in eV/Å: 4.7
Total energy in a.u.: -2403.5610
E_LUMO in eV: -3.60
Charge: +1
Orbital gap in eV: 9.076

---

This record from the Open Molecules 2025 dataset describes a 2-piece molecular cluster, C2H3NO2S2 overall in a non-equilibrium geometry. The level of theory is the ωB97M-V functional and the def2-TZVPD basis.

```
10
Properties=species:S:1:pos:R:3:forces:R:3:nbo_charge:R:1
C -1.0797 -0.5629 -0.4581 -1.984 2.345 0.917 -0.834
C 2.3302 0.5720 0.0036 0.841 -0.100 0.913 0.863
N 2.9528 -0.4414 0.0642 1.060 -1.443 -0.081 -0.785
O 1.6785 1.5192 0.0047 -1.160 1.262 -0.520 -0.512
O -2.9808 0.8613 0.2829 -1.131 1.703 -0.274 -0.862
S -2.0309 -1.8401 0.0034 -0.618 -0.977 0.381 0.219
S -1.4702 1.1306 -0.2406 -0.427 -1.788 0.520 0.780
H -0.1937 -0.6446 -0.8946 3.757 -0.861 -1.840 0.212
H -3.0818 0.0426 0.7839 0.390 -0.411 0.321 0.484
H 3.8757 -0.6368 0.4507 -0.729 0.270 -0.336 0.435
```
Positions in Å, forces in eV/Å.

Computed properties:
ΔE to the lowest compared entry with this formula, charge and spin in kJ/mol: 53.7
F_max in eV/Å: 4.3
Total energy in a.u.: -1079.4781
E_LUMO (alpha / beta) in eV: 0.58 / -2.96
Spin multiplicity: 3
Orbital gap (alpha / beta) in eV: 7.149 / 5.933

---

What is the formula in the third record?
C12H18ClFN2O7PS

---

Which value of F_max does entry 1 give?
4.1 eV/Å